<A>
The following is a DFT calculation (ωB97M-V/def2-TZVPD) of a 9-piece molecular cluster, C27H72O27S9 overall.

XYZ file:
```
135
Properties=species:S:1:pos:R:3:lowdin_spin:R:1
O 7.2194 -2.7620 -0.4036 0.00
S 6.1999 -3.6627 -1.0227 0.00
O 6.7310 -4.7693 -1.8618 0.00
O 5.2753 -4.3008 0.2618 0.00
C 4.6461 -5.4999 0.0580 0.00
C 3.2038 -5.2628 0.3002 0.00
C 4.8472 -2.6426 -1.9099 0.00
H 5.1135 -6.2888 0.6473 0.00
H 4.8287 -5.9346 -0.9248 0.00
H 2.7095 -6.2337 0.2672 0.00
H 2.9492 -4.5551 -0.4888 0.00
H 2.9079 -4.8014 1.2425 0.00
H 4.3160 -2.0881 -1.1362 0.00
H 4.1210 -3.2684 -2.4286 0.00
H 5.1890 -1.8149 -2.5314 0.00
O -0.3927 3.0904 0.8745 0.00
S 0.3371 4.0481 1.7027 0.00
O 0.8894 5.2266 1.0852 0.00
O -0.6389 4.4772 2.9373 0.00
C -0.2571 5.3651 4.0152 0.00
C -1.6162 5.7727 4.6673 0.00
C 1.6909 3.1558 2.6173 0.00
H 0.1966 6.2728 3.6171 0.00
H 0.4737 4.8161 4.6091 0.00
H -2.3349 6.1649 3.9477 0.00
H -1.5409 6.5395 5.4384 0.00
H -1.9482 4.9080 5.2418 0.00
H 2.2176 3.9033 3.2106 0.00
H 2.4502 2.8732 1.8881 0.00
H 1.2563 2.3258 3.1744 0.00
O -5.6540 6.0593 3.5056 0.00
S -5.8131 4.6548 3.1844 0.00
O -6.6024 4.2195 2.0456 0.03
O -4.2279 3.9360 3.0404 0.66
C -4.1047 2.6388 2.4510 0.12
C -3.1779 1.8278 3.3389 0.08
C -6.3923 3.7379 4.6947 0.01
H -3.7025 2.8283 1.4559 0.06
H -4.9558 1.9596 2.4019 0.00
H -3.4878 1.8873 4.3822 0.00
H -2.1952 2.2512 3.1310 0.00
H -3.2557 0.7675 3.0983 0.01
H -7.2832 3.1955 4.3782 0.00
H -6.4986 4.4854 5.4808 0.00
H -5.5586 3.0756 4.9280 0.00
O 0.4937 -2.5553 -7.8093 0.00
S -0.2037 -2.4962 -6.5165 0.00
O -0.1558 -1.3460 -5.5894 0.00
O -1.7538 -2.8195 -6.8975 0.00
C -2.6506 -2.9251 -5.8441 0.00
C -3.9748 -3.3212 -6.3678 0.00
C 0.3420 -4.0192 -5.4824 0.00
H -2.6595 -1.9924 -5.2801 0.00
H -2.3401 -3.6580 -5.0995 0.00
H -3.8571 -4.2948 -6.8434 0.00
H -4.3746 -2.5819 -7.0619 0.00
H -4.7208 -3.6154 -5.6296 0.00
H 1.4129 -4.1692 -5.6198 0.00
H -0.1588 -4.9487 -5.7535 0.00
H 0.1157 -3.8340 -4.4324 0.00
O 2.7870 2.3334 -3.7306 0.00
S 1.5418 2.1793 -4.4523 0.00
O 0.7092 3.3439 -4.7195 0.00
O 1.8699 1.2510 -5.7904 0.00
C 1.0331 1.4742 -6.8550 0.00
C 1.7238 1.3254 -8.2493 0.00
C 0.4360 0.9833 -3.5980 0.00
H 0.6653 2.4978 -6.9261 0.00
H 0.1674 0.8211 -6.7447 0.00
H 1.3167 1.9636 -9.0335 0.00
H 1.7352 0.2708 -8.5248 0.00
H 2.7684 1.6355 -8.2211 0.00
H -0.4773 0.9067 -4.1881 0.00
H 0.2238 1.3248 -2.5848 0.00
H 0.9687 0.0342 -3.5380 0.00
O -1.7484 -0.5676 6.4559 0.00
S -0.5222 -0.0984 5.8399 0.00
O -0.5510 0.7620 4.6385 0.00
O 0.4532 0.5400 7.0503 0.00
C 1.4644 1.5152 6.6964 0.00
C 0.7402 2.8532 6.7010 0.00
C 0.4153 -1.6234 5.5206 0.00
H 2.0796 1.3303 5.8158 0.00
H 2.2557 1.5695 7.4441 0.00
H 0.2578 2.9806 7.6701 0.00
H -0.1034 3.0158 6.0303 0.00
H 1.3894 3.7167 6.5558 0.00
H 0.1765 -2.2882 6.3508 0.00
H 1.4424 -1.3070 5.3393 0.00
H -0.0523 -2.0763 4.6464 0.00
O 3.1785 -0.1962 3.4975 0.00
S 3.5918 -1.3981 2.7512 0.00
O 2.5574 -2.3316 2.3712 0.00
O 4.2827 -0.9233 1.3289 0.00
C 5.3479 0.0152 1.4428 0.00
C 5.8263 0.6393 0.0783 0.00
C 5.0275 -2.2172 3.5152 0.00
H 6.1465 -0.5308 1.9450 0.00
H 5.1141 0.8055 2.1561 0.00
H 6.4789 1.4804 0.3124 0.00
H 4.9535 1.0486 -0.4304 0.00
H 6.2364 -0.1717 -0.5234 0.00
H 5.6439 -2.6078 2.7056 0.00
H 4.6378 -3.0465 4.1056 0.00
H 5.6193 -1.5777 4.1701 0.00
O -5.3971 -2.4149 -3.3923 0.00
S -6.1450 -1.5341 -2.4555 0.00
O -7.2346 -2.1341 -1.6389 0.00
O -5.0240 -0.7515 -1.4796 0.00
C -3.7032 -0.6613 -1.8949 0.00
C -3.4753 0.8293 -1.5634 0.00
C -6.9156 -0.0945 -3.3706 0.00
H -3.6212 -0.7808 -2.9753 0.00
H -3.0285 -1.2974 -1.3219 0.00
H -4.0274 1.4593 -2.2607 0.00
H -2.4251 1.1070 -1.6532 0.00
H -3.7519 1.1053 -0.5458 0.00
H -6.4259 0.8426 -3.1056 0.00
H -7.9541 -0.0457 -3.0433 0.00
H -6.9788 -0.1727 -4.4559 0.00
O -0.9014 -2.3414 -2.6072 0.00
S 0.1404 -2.1667 -1.6272 0.00
O 1.5446 -2.2427 -2.0636 0.00
O -0.1069 -0.6924 -0.9393 0.00
C 0.7258 -0.1512 0.0384 0.00
C -0.0631 -0.0897 1.4213 0.00
C -0.1547 -3.2023 -0.1891 0.00
H 1.1760 0.8119 -0.2019 0.00
H 1.5061 -0.8704 0.2872 0.00
H 0.6707 0.4158 2.0491 0.00
H -0.4646 -0.9853 1.8954 0.00
H -0.9427 0.5468 1.3252 0.00
H -1.0698 -2.7980 0.2435 0.00
H 0.6501 -3.0861 0.5368 0.00
H -0.0568 -4.2626 -0.4221 0.00
```

Summary:
Net charge   +1
Orbital gap (spin up / spin down)   8.48 / 2.16 eV
Expectation value of S²   0.75
2S+1   2
Highest occupied orbital energy (spin up / spin down)   -0.43901 / -0.43901 hartree


<B>
The following is a DFT calculation (ωB97M-V/def2-TZVPD) of a 9-piece molecular cluster, C27H72O27S9 overall.

XYZ file:
```
135
Properties=species:S:1:pos:R:3:lowdin_spin:R:1
O 1.9682 -5.5479 -2.0680 0.00
S 1.2834 -4.6135 -2.9984 0.00
O 1.9114 -3.2869 -3.1072 0.00
O 1.1050 -5.3082 -4.5432 0.00
C 2.3655 -5.6874 -5.1527 0.00
C 2.7708 -7.1640 -4.7464 0.00
C -0.4864 -4.4153 -2.4471 0.00
H 3.1055 -4.9105 -4.9603 0.00
H 2.3225 -5.6674 -6.2417 0.00
H 1.7932 -7.6368 -4.6521 0.00
H 3.4228 -7.2927 -3.8824 0.00
H 3.2969 -7.6567 -5.5640 0.00
H -1.0818 -3.9652 -3.2415 0.00
H -0.4756 -3.7651 -1.5723 0.00
H -0.8367 -5.3250 -1.9595 0.00
O -1.7240 -0.2860 5.1754 0.00
S -3.1309 0.1134 4.9932 0.00
O -4.0013 -0.4247 3.9567 0.00
O -3.9120 -0.1254 6.4831 0.00
C -3.1371 -0.0746 7.7005 0.00
C -3.3124 -1.4420 8.3773 0.00
C -3.3682 1.9343 4.9602 0.00
H -3.6486 0.7118 8.2555 0.00
H -2.1496 0.2769 7.4014 0.00
H -4.2870 -1.6332 8.8263 0.00
H -2.5315 -1.5870 9.1238 0.00
H -3.3245 -2.2951 7.6988 0.00
H -2.7693 2.4795 5.6897 0.00
H -4.4162 2.1528 5.1653 0.00
H -3.2046 2.3318 3.9586 0.00
O 1.5956 1.7899 -7.6613 0.00
S 0.4160 1.4477 -6.9053 0.00
O -0.8722 1.9448 -7.3426 0.00
O 0.3684 -0.1787 -6.5888 0.00
C 1.5536 -0.8882 -6.4601 0.00
C 1.2189 -2.3417 -6.4218 0.00
C 0.7077 2.1358 -5.2288 0.00
H 2.0705 -0.6229 -5.5379 0.00
H 2.1914 -0.5709 -7.2851 0.00
H 0.5280 -2.4069 -5.5812 0.00
H 2.0425 -2.9076 -5.9866 0.00
H 0.7050 -2.7162 -7.3071 0.00
H 1.5392 1.6737 -4.6967 0.00
H -0.2391 1.8734 -4.7567 0.00
H 0.7624 3.2220 -5.3008 0.00
O -1.1312 0.7318 -1.8042 0.02
S 0.2651 0.7396 -1.2942 0.02
O 1.3953 1.2388 -2.1157 0.01
O 0.3561 1.4504 0.2340 0.49
C -0.6709 1.2331 1.0744 0.14
C -1.3778 2.6882 1.0848 0.18
C 0.6678 -1.0661 -0.7462 0.06
H -0.2712 0.9689 2.0535 0.02
H -1.3924 0.5291 0.6598 0.01
H -1.7913 3.0307 0.1362 0.00
H -0.6696 3.3781 1.5438 0.00
H -2.2400 2.6194 1.7481 0.02
H -0.1120 -1.5451 -0.1540 0.00
H 1.6381 -1.0731 -0.2498 0.00
H 0.7435 -1.5443 -1.7228 0.01
O -4.3956 6.8969 -3.7166 0.00
S -4.8397 6.1317 -2.5721 0.00
O -5.1286 6.7671 -1.3272 0.00
O -6.2139 5.2733 -3.0931 0.00
C -7.0190 4.6558 -2.0789 0.00
C -7.9903 3.6748 -2.7874 0.00
C -3.6771 4.5890 -2.2686 0.00
H -7.5424 5.3007 -1.3730 0.00
H -6.4081 4.0814 -1.3825 0.00
H -8.5227 3.1983 -1.9642 0.00
H -7.5956 2.9322 -3.4809 0.00
H -8.6561 4.2856 -3.3971 0.00
H -4.1212 4.1822 -1.3600 0.00
H -2.6710 4.9512 -2.0569 0.00
H -3.7390 3.9780 -3.1691 0.00
O 3.1551 -2.7924 3.6588 0.00
S 2.2264 -2.9469 2.5553 0.00
O 0.9932 -2.2398 2.5409 0.00
O 3.0032 -2.5319 1.1669 0.00
C 4.3287 -2.7952 1.0473 0.00
C 4.7100 -2.7546 -0.4709 0.00
C 1.9875 -4.7393 1.9501 0.00
H 4.6352 -3.7315 1.5136 0.00
H 4.9424 -2.1413 1.6668 0.00
H 4.2776 -3.5753 -1.0432 0.00
H 5.7865 -2.8660 -0.6012 0.00
H 4.2769 -1.8663 -0.9307 0.00
H 1.4479 -4.8640 1.0112 0.00
H 1.4385 -5.2923 2.7122 0.00
H 2.9634 -5.2247 1.9424 0.00
O 2.3832 4.4302 4.8799 0.00
S 2.2979 3.0801 4.2886 0.00
O 1.6938 2.8881 2.9450 0.00
O 3.7057 2.2602 4.4167 0.00
C 4.4719 2.3352 5.6228 0.00
C 4.8045 1.0182 6.3769 0.00
C 1.3012 2.0979 5.5349 0.00
H 4.1374 3.0822 6.3426 0.00
H 5.4568 2.6816 5.3093 0.00
H 5.5478 0.4642 5.8036 0.00
H 3.8862 0.4621 6.5655 0.00
H 5.2614 1.1604 7.3563 0.00
H 1.3917 1.0660 5.1955 0.00
H 0.2894 2.4939 5.4477 0.00
H 1.7712 2.2616 6.5047 0.00
O 5.8836 7.6679 -2.0851 0.00
S 4.9971 6.8784 -2.8617 0.00
O 5.4562 5.8638 -3.8810 0.00
O 3.9423 6.1384 -1.8050 0.00
C 3.2892 5.0453 -2.3223 0.00
C 2.0315 4.7907 -1.4632 0.00
C 3.7658 7.9221 -3.7549 0.00
H 4.0601 4.2929 -2.1554 0.00
H 3.0409 5.0714 -3.3833 0.00
H 1.2676 5.5228 -1.7251 0.00
H 2.1751 4.9009 -0.3883 0.00
H 1.8992 3.7150 -1.5790 0.00
H 4.1956 8.2577 -4.6987 0.00
H 3.2471 8.6054 -3.0825 0.00
H 2.9718 7.2878 -4.1492 0.00
O -1.0946 -5.6725 2.9688 0.00
S -1.7344 -4.6374 2.0589 0.00
O -0.9556 -4.1491 0.9418 0.00
O -3.2157 -5.1353 1.4217 0.00
C -3.4594 -6.5510 1.4490 0.00
C -4.6025 -6.6868 0.4180 0.00
C -2.3742 -3.2693 3.0497 0.00
H -3.6370 -6.8159 2.4913 0.00
H -2.5349 -7.0938 1.2520 0.00
H -4.3774 -6.1356 -0.4950 0.00
H -5.5661 -6.2288 0.6408 0.00
H -4.6317 -7.7370 0.1276 0.00
H -1.6135 -2.6715 3.5517 0.00
H -3.1095 -3.6296 3.7692 0.00
H -2.9136 -2.5883 2.3914 0.00
```

Summary:
Net charge   +1
Orbital gap (spin up / spin down)   9.63 / 3.19 eV
Expectation value of S²   0.76
2S+1   2
Highest occupied orbital energy (spin up / spin down)   -0.46213 / -0.46211 hartree


Stability check: which of them is most stable? <A>.


<A>
The following is a DFT calculation (ωB97M-V/def2-TZVPD) of a 2-piece molecular cluster, C7H18 overall.

XYZ file:
```
25
Properties=species:S:1:pos:R:3:mulliken_charge:R:1
C 0.0449 1.6562 -1.8088 0.08
C 0.4337 0.6880 -2.9639 -1.04
C 1.2569 1.9964 -0.9647 -1.08
H -0.5645 2.4926 -2.1221 0.44
H -0.6428 1.0914 -1.1576 -0.08
H 0.0932 -0.3202 -2.6986 0.24
H 2.1162 1.9918 -1.6436 0.38
H 1.2418 2.9951 -0.5132 0.30
H 1.4955 1.3651 -0.1088 0.17
H -0.1032 0.8887 -3.8895 0.32
H 1.5124 0.6173 -3.0695 0.30
C -0.2728 -0.9741 1.0731 1.35
C -1.7788 -1.4043 0.9721 -1.53
C -0.2902 0.1633 2.0854 -1.62
C 0.5837 -2.1326 1.5850 -1.45
H 0.0772 -0.6987 0.0814 -0.17
H -1.9648 -1.9777 1.8755 0.42
H -1.8622 -2.0988 0.1279 0.34
H -0.4929 -0.2497 3.0743 0.46
H 0.5937 0.7933 2.2607 0.36
H -1.0584 0.9401 1.9770 0.38
H 1.0317 -2.6668 0.7527 0.37
H 1.1571 -1.7647 2.4367 0.38
H 0.0207 -2.8764 2.1778 0.30
H -2.4453 -0.5966 0.6789 0.40
```

Summary:
Orbital gap   11.92 eV
Structure (SMILES)   CC(C)C.CCC
Highest occupied orbital energy   -0.40074 hartree


<B>
The following is a DFT calculation (ωB97M-V/def2-TZVPD) of a 2-piece molecular cluster, C7H18 overall.

XYZ file:
```
25
Properties=species:S:1:pos:R:3:mulliken_charge:R:1
C 1.6153 2.8109 0.5099 -0.54
C 1.5390 1.3533 0.9927 -0.91
C 0.4885 3.1553 -0.5894 -0.95
H 1.7437 3.4454 1.3557 0.37
H 2.6088 3.2107 0.0631 0.29
H 1.7774 0.5236 0.2269 0.32
H 0.1389 2.2842 -1.1278 0.21
H 0.5195 1.4900 1.4363 0.24
H 2.0099 1.4337 1.9538 0.38
H -0.3341 3.5287 -0.1054 0.32
H 0.9185 3.8305 -1.3482 0.33
C -0.4830 -2.1107 -0.3008 0.62
C -0.7338 -0.5920 -0.9941 -0.82
C -0.8336 -1.8978 1.1883 -1.31
C -1.5426 -2.9809 -0.9108 -1.23
H 0.5433 -2.3306 -0.2971 0.45
H -1.8271 -0.2637 -1.1696 0.30
H -1.9225 -1.8299 1.4784 0.31
H -0.4201 -2.7147 1.9103 0.35
H -0.2756 -1.0765 1.7038 0.21
H -2.1805 -2.6471 -1.7546 0.35
H -0.8681 -3.7460 -1.4881 0.26
H -2.3649 -3.2550 -0.1506 0.26
H -0.0886 -0.3676 -1.8444 0.41
H -0.2773 0.0561 -0.2182 -0.21
```

Summary:
Orbital gap   10.96 eV
Structure (SMILES)   CC(C)C.CCC
Highest occupied orbital energy   -0.36335 hartree


Stability check: which of them is most stable? <A>.


<A>
The following is a DFT calculation (ωB97M-V/def2-TZVPD) of one molecule with the formula CH3NOSi.

XYZ file:
```
7
Properties=species:S:1:pos:R:3:mulliken_charge:R:1
C -0.2782 -1.5179 0.7404 0.54
N -0.0608 -2.1548 1.6786 -0.43
O -0.5116 -0.8423 -0.2838 -0.45
Si 0.1102 0.8902 -0.5404 0.43
H 0.0520 1.4353 0.7899 -0.05
H 1.5737 0.6955 -0.7421 -0.03
H -0.8853 1.4940 -1.6425 -0.02
```

Summary:
Orbital gap   10.48 eV
Structure (SMILES)   N#CO[SiH3]
Highest occupied orbital energy   -0.38692 hartree


<B>
The following is a DFT calculation (ωB97M-V/def2-TZVPD) of a 2-piece molecular cluster, CH3NOSi overall.

XYZ file:
```
7
Properties=species:S:1:pos:R:3:mulliken_charge:R:1
C -0.5819 -1.6821 1.4581 0.18
N -0.8388 -2.0254 2.4986 -0.22
O -0.2252 -0.5718 -0.4032 -0.22
Si 0.4115 0.8665 -0.6531 0.41
H -0.3877 1.9453 0.0858 -0.05
H 1.7728 0.8589 -1.0222 -0.07
H -0.1507 0.6087 -1.9640 -0.03
```

Summary:
Orbital gap (spin up / spin down)   8.97 / 8.65 eV
Highest occupied orbital energy (spin up / spin down)   -0.43303 / -0.42880 hartree


Stability check: which of them is most stable? <A>.